Entry from the Open Molecules 2025 dataset: 2 unconnected molecules or ions with the total composition C6H4N4O5 at a distorted geometry (ωB97M-V/def2-TZVPD).

Its SMILES is O=c1[nH]c(=O)c2ncn(O)c2[nH]1.O=C=O. The value obtained for the total energy is -826.2376 Eh. The LUMO energy comes out at -0.0470 eV.

Bonds (Å) are listed after each position.
Positions of all 19 atoms, in Å:
1 O 0.08710 2.05135 2.13224  C2 1.203
2 C 0.07246 1.46864 1.07985  O1 1.203, N3 1.389, N12 1.425
3 N 1.17794 1.39409 0.24252  C2 1.389, C4 1.370, H13 1.092
4 C 1.30237 0.74494 -0.95701  N3 1.370, O5 1.239, C6 1.431
5 O 2.40360 0.75459 -1.52507  C4 1.239
6 C 0.13226 0.02335 -1.35286  C4 1.431, N7 1.357, C11 1.392
7 N -0.00918 -0.74493 -2.46240  C6 1.357, C8 1.278
8 C -1.12850 -1.36143 -2.45909  N7 1.278, N9 1.718, H14 0.993
9 N -1.95056 -0.69479 -1.10530  C8 1.718, O10 1.404, C11 1.335
10 O -3.01512 -1.39828 -0.52019  N9 1.404, H15 0.977
11 C -0.98032 0.00918 -0.51699  C6 1.392, N9 1.335, N12 1.379
12 N -1.05903 0.70502 0.67108  C2 1.425, C11 1.379, H16 1.070
13 H 2.11028 1.78574 0.65357  N3 1.092
14 H -1.78065 -1.82714 -3.04547  C8 0.993
15 H -3.10451 -2.16593 -1.11732  O10 0.977
16 H -1.78574 0.60494 1.45068  N12 1.070
17 O 3.10858 0.08660 3.72970  C18 1.117
18 C 2.51762 -0.44199 2.94340  O17 1.117, O19 1.140
19 O 1.90139 -0.99395 2.15866  C18 1.140


Entry from the Open Molecules 2025 dataset: C5H6N2O2S2 in the gas phase at a distorted geometry (ωB97M-V/def2-TZVPD).

Its SMILES is NS(=O)(=O)c1ncccc1S. The value obtained for the total energy is -1250.4319 Eh. The LUMO energy comes out at -0.3136 eV. The calculation puts the energy above the lowest of the compared OMol25 structures with the same formula, charge and spin at 1.294 eV.

Bonds (Å) are listed after each position.
Positions of all 17 atoms, in Å:
1 N 1.31425 1.10005 2.33297  S2 1.653, H12 1.014, H13 1.025
2 S 0.64520 1.77538 0.98023  N1 1.653, O3 1.459, O4 1.469, C5 1.867
3 O 1.76151 2.46354 0.33997  S2 1.459
4 O -0.24934 2.76607 1.59418  S2 1.469
5 C -0.23810 0.43083 0.03361  S2 1.867, N6 1.354, C10 1.409
6 N -1.57580 0.25368 0.14480  C5 1.354, C7 1.356
7 C -2.25410 -0.71310 -0.52106  N6 1.356, C8 1.393, H14 1.091
8 C -1.58989 -1.62244 -1.34030  C7 1.393, C9 1.409, H15 1.089
9 C -0.19514 -1.48876 -1.49199  C8 1.409, C10 1.415, H16 1.076
10 C 0.48281 -0.49995 -0.73977  C5 1.409, C9 1.415, S11 1.759
11 S 2.23461 -0.44866 -0.89438  C10 1.759, H17 1.345
12 H 1.84399 1.87796 2.71098  N1 1.014
13 H 0.52137 0.90091 2.95098  N1 1.025
14 H -3.32936 -0.80079 -0.35753  C7 1.091
15 H -2.14659 -2.41802 -1.83263  C8 1.089
16 H 0.38738 -2.18738 -2.06711  C9 1.076
17 H 2.38720 -1.38933 -1.84294  S11 1.345